(1)
15
Properties=species:S:1:pos:R:3 method="wB97M-V/def2-TZVPD" multiplicity=1 total_energy_ev=-10398.5164 e_homo_ev=-10.87 relative_energy_kj_mol=225.11 smiles=O.O.O.O.O
O 0.605 -2.545 -0.742
H 0.893 -3.459 -0.302
H 0.432 -2.650 -1.702
O 1.794 1.505 2.707
H 1.701 1.354 3.594
H 1.950 0.670 2.292
O -0.302 0.426 0.380
H -0.471 0.732 1.266
H 0.238 -0.264 0.471
O -2.987 -0.351 -0.942
H -2.243 -0.076 -0.550
H -3.075 0.229 -1.718
O 0.217 1.761 -1.820
H 0.058 1.232 -1.132
H 1.193 1.443 -1.808



(2)
39
Properties=species:S:1:pos:R:3 method="wB97M-V/def2-TZVPD" multiplicity=1 total_energy_ev=-47966.9072 e_homo_ev=-8.85 relative_energy_kj_mol=208.87
C 4.897 1.227 0.799
C 3.670 0.727 0.045
C 3.232 1.737 -1.035
C 1.713 1.902 -1.116
C 0.998 0.560 -1.015
C 1.363 -0.137 0.272
N 0.814 -1.175 0.749
N -0.222 -1.768 0.104
C -0.918 -2.797 0.648
O -0.685 -3.341 1.698
C -2.087 -3.221 -0.262
O -2.612 -2.155 -1.023
C -3.213 -1.124 -0.366
C -3.463 -1.073 1.001
C -4.090 0.025 1.563
C -4.470 1.089 0.764
Cl -5.254 2.458 1.461
C -4.218 1.072 -0.601
C -3.590 -0.027 -1.152
Cl -3.240 -0.060 -2.841
C 2.521 0.438 1.019
H 5.230 0.486 1.522
H 5.714 1.424 0.108
H 4.668 2.148 1.333
H 3.930 -0.220 -0.439
H 3.675 2.713 -0.827
H 3.612 1.411 -2.006
H 1.366 2.548 -0.308
H 1.449 2.390 -2.057
H -0.085 0.714 -1.069
H 1.287 -0.076 -1.860
H -0.529 -1.411 -0.800
H -1.718 -3.942 -0.997
H -2.856 -3.710 0.347
H -3.161 -1.884 1.644
H -4.278 0.050 2.624
H -4.502 1.904 -1.225
H 2.832 -0.267 1.789
H 2.218 1.365 1.512